No. 1
A structure of composition C38H55NO2P2Rh, computed with ωB97M-V/def2-TZVPD.

The geometry in XYZ format:
```
99
Properties=species:S:1:pos:R:3:forces:R:3
Rh 1.876 -3.125 -4.981 -0.62 -2.45 2.15
C -0.994 -1.599 0.751 -0.25 0.20 0.44
C -0.632 -2.707 -0.072 -0.17 0.27 -0.01
C 1.302 -1.693 0.621 -0.06 0.11 -0.34
C 0.211 -0.974 1.185 -0.16 0.51 0.41
C 0.790 -2.788 -0.127 -0.31 0.06 0.13
C -2.351 -1.119 1.107 -0.29 -0.14 -0.51
H -3.109 -1.551 0.442 0.13 -0.06 0.22
H -2.440 -0.027 1.013 0.15 0.07 0.26
H -2.644 -1.351 2.146 0.34 0.00 -0.18
C 0.285 0.233 2.039 0.54 0.01 0.01
H -0.216 0.088 3.012 0.12 -0.06 -0.22
H -0.236 1.097 1.601 -0.28 0.03 -0.07
H 1.331 0.543 2.192 -0.41 -0.17 0.13
C 2.715 -1.283 0.694 0.51 -0.10 -0.03
H 3.053 -1.244 1.735 0.02 0.03 -0.13
H 2.887 -0.289 0.257 -0.24 -0.13 0.19
H 3.345 -1.981 0.139 0.03 0.12 0.23
C 1.594 -3.799 -0.856 0.09 -0.51 -0.45
H 1.407 -4.836 -0.528 0.07 0.44 0.27
H 2.670 -3.597 -0.810 -0.35 -0.13 0.08
H 1.320 -3.842 -1.919 -0.03 0.30 0.04
C -1.604 -3.543 -0.804 -0.14 -0.36 -0.40
H -1.992 -4.361 -0.189 0.11 0.00 0.12
H -1.113 -4.000 -1.664 -0.12 -0.07 -0.05
H -2.495 -2.997 -1.150 0.43 0.04 0.16
C -1.255 3.088 -0.706 -0.82 -0.10 -0.51
C -2.159 2.092 -0.773 0.84 0.84 0.59
C -2.157 0.941 -1.731 -0.56 -0.43 -0.57
C -1.977 1.356 -3.222 0.30 -0.08 -0.30
C -0.641 0.824 -3.725 0.60 -2.18 -1.35
C 0.622 1.316 -3.176 0.65 -1.48 -0.26
C 0.701 1.934 -1.886 0.53 1.20 0.63
C -0.093 3.283 -1.635 1.03 -0.47 0.07
H -3.138 0.460 -1.625 0.11 0.06 -0.17
H -1.950 2.446 -3.265 -0.45 -0.17 -0.08
H -1.451 0.122 -1.478 -0.10 0.45 -0.01
H -0.408 3.802 -2.585 0.54 -0.48 0.80
H -1.322 3.892 0.032 -0.42 -0.60 -0.09
H -2.931 2.049 -0.002 0.31 0.15 -0.26
H 0.635 3.924 -1.094 -0.50 -0.08 -0.61
H 0.324 1.144 -1.217 0.22 0.41 0.54
H 1.449 0.627 -3.447 -0.20 0.60 0.25
H 1.783 2.061 -1.725 -0.40 0.21 0.54
H -2.797 0.950 -3.847 0.37 0.37 0.32
H -0.664 -0.287 -3.649 0.01 0.18 0.37
P -0.083 1.015 -5.476 -1.70 1.82 1.20
C -0.232 2.835 -5.481 0.39 0.28 -0.84
C -1.334 0.362 -6.546 -0.19 -0.12 -0.86
P 2.192 -1.320 -5.809 0.11 1.75 -0.57
C 1.542 0.465 -6.005 1.05 -0.11 -0.58
C 1.288 -2.106 -7.266 0.69 0.84 1.00
C 3.987 -1.057 -6.192 -0.60 0.34 -0.27
H 0.635 3.303 -5.000 -0.06 -0.23 -0.21
H -1.112 3.177 -4.921 0.12 -0.47 -0.20
H -0.327 3.209 -6.499 0.12 0.13 -0.09
H -1.191 0.783 -7.546 -0.11 -0.17 -0.03
H -2.327 0.644 -6.193 0.15 0.07 0.07
H -1.282 -0.724 -6.606 0.02 0.00 0.02
H 4.071 -0.803 -7.261 0.38 0.06 0.36
H 4.498 -2.015 -5.970 -0.26 0.69 -0.16
H 4.369 -0.241 -5.543 -0.05 -0.52 -0.48
H 2.347 1.134 -5.623 -0.79 -0.25 -0.19
H 1.525 0.547 -7.122 -0.05 0.38 0.73
H 1.849 -3.052 -7.383 -0.52 0.27 -0.76
H 1.357 -1.377 -8.079 -0.19 -0.73 -0.40
H 0.264 -2.263 -6.883 0.39 -0.03 -0.71
C 0.441 0.443 7.512 0.23 -0.07 0.18
C -0.722 0.029 6.667 -0.40 -0.19 -0.39
C -1.171 -1.289 6.728 -0.17 -0.36 0.04
C -2.234 -1.747 5.945 0.20 0.15 -0.18
C -2.905 -0.855 5.119 0.28 0.17 0.28
C -2.525 0.500 5.112 0.33 -0.19 0.03
N -3.273 1.354 4.321 -0.48 -0.73 0.03
C -3.566 2.705 4.557 0.00 0.39 0.30
C -4.003 3.225 5.783 0.09 -0.32 -0.49
C -4.224 4.600 5.876 0.13 -0.07 -0.13
C -3.974 5.444 4.786 -0.02 -0.01 0.03
C -3.491 4.922 3.585 -0.36 -0.33 0.20
C -3.333 3.551 3.474 0.44 0.04 0.39
C -2.631 2.820 2.369 -0.17 0.27 -0.73
O -3.351 1.948 1.769 0.67 0.28 0.23
O -1.420 3.093 2.205 -0.54 -0.56 -0.15
C -1.349 0.929 5.799 -0.80 -0.34 -0.29
C -0.791 2.297 5.558 0.20 0.51 0.06
H 1.317 0.703 6.914 -0.02 0.06 -0.01
H 0.204 1.299 8.148 0.00 0.03 -0.08
H 0.728 -0.381 8.162 0.05 -0.02 0.07
H -0.657 -1.974 7.397 -0.12 0.01 -0.05
H -2.552 -2.788 5.982 0.15 0.20 0.06
H -3.747 -1.158 4.490 0.12 0.04 0.36
H -3.640 0.983 3.431 0.32 0.49 0.77
H -4.152 2.533 6.617 -0.01 0.39 -0.19
H -4.585 5.008 6.817 0.06 0.03 -0.17
H -4.138 6.515 4.876 0.01 -0.19 0.07
H -3.237 5.534 2.725 -0.05 0.15 0.24
H -0.796 2.577 4.489 -0.17 -0.15 0.39
H -1.359 3.069 6.101 0.18 -0.10 -0.19
H 0.246 2.352 5.906 -0.20 0.01 -0.06
```
Positions in Å, forces in eV/Å.

Computed properties:
Total charge = +1
Energy relative to the best compared isomer or geometry (same formula, charge and spin) = 0.0 kcal per mole
Gap between HOMO and LUMO (alpha / beta) = 4.9730 / 2.9089 eV
HOMO (alpha / beta) = -8.14 / -8.11 eV
⟨S²⟩ = 6.013
Lowest unoccupied orbital energy (alpha / beta) = -3.2 / -5.2 eV
M = 722.7 g mol⁻¹
Multiplicity = 5



No. 2
A cluster of 2 separate species, C38H55O10P in total, computed with ωB97M-V/def2-TZVPD.

The geometry in XYZ format:
```
104
Properties=species:S:1:pos:R:3:forces:R:3
C 0.226 0.193 2.741 1.27 -0.81 0.93
O 0.944 0.743 1.606 -1.70 1.12 0.83
C 0.346 1.960 1.104 0.11 0.76 -1.62
C 1.235 3.286 1.301 0.91 0.47 -0.17
C 2.756 3.022 1.731 0.44 -0.65 0.12
C 3.580 2.164 0.649 -0.04 -0.74 0.81
C 5.087 2.655 0.389 -0.10 -1.53 -0.96
C 5.567 1.935 -0.998 0.18 0.05 -0.54
C 6.203 0.470 -0.765 -0.90 0.51 0.61
C 4.981 -0.579 -0.679 0.39 -1.14 0.63
C 5.129 -1.873 -1.616 1.13 0.05 0.46
C 5.288 -1.562 -3.178 0.64 0.34 0.52
C 3.965 -1.000 -3.893 0.18 -1.18 -0.75
C 2.593 -1.558 -3.313 -3.49 -0.26 1.12
C 1.428 -0.538 -3.000 -1.37 -2.70 0.88
C 1.558 1.044 -3.197 -0.02 0.05 0.31
C 0.203 1.773 -3.637 1.58 1.46 -1.56
C 0.644 3.187 -4.329 0.16 0.14 1.17
O -0.666 2.135 -2.532 -0.76 -1.19 -1.59
C -1.986 2.482 -3.035 -1.20 0.77 0.66
C -3.181 1.843 -2.194 -2.90 -1.48 1.59
C -3.008 1.292 -0.758 -2.97 0.07 -1.45
C -4.204 0.716 0.042 -1.21 1.38 -3.33
C -5.637 0.693 -0.590 2.85 1.37 -2.22
C -5.835 1.225 -2.053 3.55 0.15 1.69
C -4.612 1.798 -2.844 0.22 -1.25 3.22
C 0.041 -1.045 -2.460 2.20 -2.75 -0.37
C -0.246 -2.566 -2.164 3.13 0.68 -1.22
C -1.635 -3.108 -1.590 -0.15 0.03 -0.61
C -2.484 -1.978 -0.830 0.73 0.73 -1.75
O -3.444 -2.493 0.140 3.40 0.01 1.69
C -2.666 -2.673 1.344 -3.60 0.28 2.07
O -3.253 -2.575 2.440 2.51 -0.55 -3.90
C 0.895 -3.565 -2.467 0.42 2.64 -0.46
C 2.266 -3.045 -3.050 -1.30 1.01 0.45
C 3.344 -4.207 -3.362 0.52 -0.12 -0.90
O 4.096 -4.216 -4.364 -2.41 0.15 3.48
C 3.338 -5.410 -2.283 -3.08 -0.48 0.94
C 2.097 -5.881 -1.740 2.21 1.87 -1.35
C 0.731 -5.149 -2.202 -0.58 -0.70 -0.38
O -0.337 -5.784 -2.368 3.42 2.26 0.79
H -0.181 -0.831 2.437 0.10 1.49 0.49
H -0.544 0.892 3.209 0.83 -1.00 -0.92
H 1.021 -0.015 3.558 -1.30 0.30 -1.17
H 0.228 1.813 -0.040 0.19 0.16 1.76
H -0.705 2.180 1.497 1.38 -0.61 -0.24
H 1.276 3.822 0.275 -0.23 -0.71 1.66
H 0.781 4.009 2.062 0.45 -1.07 -1.05
H 3.361 3.987 1.917 -1.33 -1.21 -0.30
H 2.781 2.426 2.720 -0.14 1.04 -1.46
H 3.661 1.093 1.083 -0.22 1.68 -0.86
H 2.986 2.030 -0.336 0.99 0.56 1.49
H 5.202 3.789 0.338 -0.24 -1.52 0.08
H 5.773 2.198 1.200 -1.12 1.15 -1.05
H 4.640 1.773 -1.676 1.45 0.45 1.02
H 6.282 2.588 -1.610 -0.85 -0.77 1.07
H 6.737 0.487 0.255 -0.68 -0.10 -1.56
H 6.992 0.175 -1.539 -1.28 0.49 0.90
H 4.979 -0.972 0.412 -0.24 0.53 -1.74
H 3.948 -0.122 -0.845 1.51 -0.33 0.08
H 4.286 -2.592 -1.344 1.01 0.94 -0.65
H 6.109 -2.401 -1.288 -1.51 0.76 -0.54
H 5.768 -2.467 -3.709 -1.17 1.38 0.77
H 6.082 -0.722 -3.264 -1.26 -1.33 0.10
H 4.047 0.137 -3.927 -0.61 -1.61 0.36
H 4.017 -1.349 -4.997 -0.14 0.58 1.71
H 1.922 1.575 -2.233 -0.57 -1.06 -1.34
H 2.348 1.318 -3.994 -1.38 -0.73 1.24
H -0.301 1.166 -4.463 0.29 0.48 1.42
H 1.599 3.101 -4.947 -1.51 0.03 0.55
H -0.206 3.679 -4.909 1.19 -0.80 0.63
H 0.893 3.893 -3.447 -0.36 -1.04 -1.37
H -2.086 3.624 -2.946 0.08 -1.53 -0.17
H -2.149 2.225 -4.136 0.44 0.14 1.46
H -1.971 1.314 -0.290 -1.60 -0.03 -0.72
H -4.079 0.320 1.107 -0.05 0.66 -1.76
H -6.560 0.300 -0.023 1.85 0.66 -0.94
H -6.877 1.195 -2.534 1.87 0.09 0.81
H -4.780 2.196 -3.912 0.36 -0.73 1.92
H -0.841 -0.342 -2.250 1.77 -0.85 -0.42
H -2.257 -3.448 -2.501 0.97 0.36 1.45
H -1.490 -4.058 -0.944 -0.08 1.67 -1.01
H -3.077 -1.382 -1.623 0.83 -0.96 1.50
H -1.759 -1.234 -0.331 -1.14 -1.08 -0.66
H -1.558 -2.917 1.209 -1.40 0.42 0.02
H 4.292 -5.913 -1.921 -1.21 0.87 -0.95
H 2.107 -6.730 -0.965 -0.34 1.39 -1.50
C -4.792 -2.340 5.187 0.46 -0.37 -0.25
O -5.088 -1.416 6.232 -3.17 0.14 -1.88
P -5.468 0.171 5.682 6.42 4.12 5.33
O -3.992 0.520 5.484 -0.95 -0.72 -1.23
O -5.956 0.565 7.204 -0.47 -0.05 -0.95
C -5.142 0.202 8.310 0.03 -0.43 0.45
O -5.984 1.694 5.087 -1.77 -2.41 -1.60
C -5.737 2.852 5.871 -0.59 0.00 0.78
H -4.733 -3.342 5.614 -0.09 0.13 0.08
H -5.581 -2.322 4.432 0.17 -0.24 -0.03
H -3.833 -2.093 4.728 -0.15 0.03 -0.02
H -4.084 0.143 8.044 -0.12 -0.01 -0.17
H -5.472 -0.760 8.708 0.12 0.04 0.00
H -5.260 0.958 9.089 -0.17 0.06 -0.20
H -4.731 2.849 6.281 0.11 -0.19 0.01
H -6.477 2.915 6.674 0.23 0.11 -0.02
H -5.859 3.721 5.226 -0.05 -0.21 -0.28
```
Positions in Å, forces in eV/Å.

Computed properties:
Total charge = 0
Gap between HOMO and LUMO = 6.4232 eV
HOMO = -8.81 eV
Structure (SMILES) = COCCCCCCCCCCCc1c(C[C@H](C)OCc2ccccc2)cc(CCOC=O)c2c1C(=O)C=CC2=O.COP(=O)(OC)OC
Lowest unoccupied orbital energy = -2.4 eV
M = 702.8 g mol⁻¹



- The lowest M belongs to which entry?
  C38H55O10P